[1]
Density functional theory data (ωB97M-V with the def2-TZVPD basis set) for a structure of composition C26H26BaN8O4S2Te.

Values from the calculation:
HOMO energy (eV): -0.6
Calculated total energy (Ha): -2835.4195
Charge: -2
Relative energy (zero: lowest compared OMol25 entry of this formula, charge and spin) (eV): 1.299
Lowest unoccupied orbital energy (eV): 3.286

Positions of all 68 atoms, in Å:
Ba1 1.4508 -0.6165 0.4576
C1 -3.2219 0.9775 -1.3173
C2 -1.8565 0.3787 -1.1418
N1 -1.0502 0.7042 -0.1955
N2 -1.5036 1.5709 0.7584
C3 -0.4944 2.0791 1.4691
O1 0.7370 1.9469 1.2608
C4 -0.9196 2.8986 2.6585
C5 -2.2113 3.3966 2.8023
C6 -2.5610 4.1077 3.9408
C7 -1.6336 4.3067 4.9565
C8 -0.3460 3.8071 4.8209
C9 0.0100 3.1203 3.6694
C10 -1.3554 -0.6031 -2.1381
C11 -2.1622 -1.0457 -3.1837
C12 -1.6439 -1.9527 -4.0977
C13 -0.3483 -2.4083 -3.9437
C14 0.3891 -1.9378 -2.8628
N3 -0.0988 -1.0577 -1.9937
H1 -3.3913 1.7021 -0.5270
H2 -4.0028 0.2133 -1.2706
H3 -3.3047 1.4726 -2.2885
H4 -2.9328 3.2081 2.0189
H5 -3.5681 4.4939 4.0461
H6 -1.9143 4.8379 5.8574
H7 0.3729 3.9368 5.6211
H8 1.0110 2.7315 3.5405
H9 -3.1760 -0.6844 -3.2811
H10 -2.2578 -2.3036 -4.9193
H11 0.0948 -3.1303 -4.6141
H12 1.4053 -2.2798 -2.6638
Te1 4.0481 -2.4406 -0.5129
C15 -0.0525 -6.4238 -4.9120
N4 0.2705 -5.8936 -3.5977
C16 1.5943 -5.5652 -3.2841
S1 2.2141 -5.7661 -1.7845
N5 2.2594 -4.9024 -4.2817
C17 3.6487 -4.5013 -4.0797
H13 -1.1096 -6.6847 -4.9307
H14 0.5335 -7.3133 -5.1769
H15 0.0919 -5.6669 -5.6853
H16 -0.0703 -6.4744 -2.8449
H17 2.0374 -5.2155 -5.2136
H18 3.7294 -3.9531 -3.1387
H19 3.9316 -3.8434 -4.9012
H20 4.3231 -5.3617 -4.0403
O2 1.5989 4.0246 11.0787
S2 1.3055 2.9498 10.1522
O3 -0.0198 3.0004 9.5582
O4 1.7317 1.6308 10.5901
C18 2.3903 3.2598 8.7156
N6 3.2288 4.2911 8.7573
C19 3.9778 4.4792 7.6769
C20 3.9083 3.6730 6.5583
C21 3.0046 2.6154 6.6166
N7 2.2571 2.4139 7.6936
C22 2.7977 1.6774 5.4728
C23 1.8474 0.6667 5.5636
C24 1.6236 -0.1395 4.4600
N8 2.2592 0.0033 3.2959
C25 3.1929 0.9495 3.2255
C26 3.4987 1.7952 4.2769
H21 4.6646 5.3204 7.7063
H22 4.5270 3.8706 5.6962
H23 1.2870 0.5409 6.4795
H24 0.8744 -0.9222 4.5056
H25 3.7234 1.0372 2.2827
H26 4.2643 2.5440 4.1338

[2]
Density functional theory data (ωB97M-V with the def2-TZVPD basis set) for a structure of composition C26H26ClCrN4O7S.

Values from the calculation:
Multiplicity: 5
HOMO energy (alpha / beta) (eV): -2.8 / -4.7
Calculated total energy (Ha): -3655.0486
Charge: -1
Relative energy (zero: lowest compared OMol25 entry of this formula, charge and spin) (eV): 3.499
Lowest unoccupied orbital energy (alpha / beta) (eV): 2.350 / 2.343

Positions of all 66 atoms, in Å:
Cr1 -0.2317 -0.5770 0.6646
O1 0.2739 1.4355 -2.2908
C1 0.3289 1.8265 -0.9731
O2 -0.5489 1.3321 -0.1171
C2 1.6506 2.2892 -0.4910
O3 2.3663 1.2578 0.2460
C3 2.8001 0.1699 -0.5638
C4 1.3736 -1.8023 -1.0440
O4 1.0559 -3.0817 -0.4408
O5 0.2811 -1.0695 -1.2508
H1 -0.0415 0.5128 -2.2834
H2 1.5509 3.0936 0.2392
H3 2.2477 2.6403 -1.3355
H4 3.8900 0.1416 -0.5138
H5 2.4938 0.3263 -1.5982
O6 2.6186 -2.9735 1.2443
C5 1.1811 -3.1063 0.9610
O7 0.4344 -2.1898 1.5918
H6 0.9664 -4.1307 1.2623
Cl1 -2.4139 -3.6841 0.0274
C6 -2.6701 -2.4465 -1.1716
C7 -2.8279 -2.8489 -2.4862
C8 -3.0069 -1.9031 -3.4854
C9 -3.0373 -0.5580 -3.1448
C10 -2.8803 -0.1697 -1.8242
C11 -2.6670 -1.0919 -0.7906
C12 -2.3561 -0.6146 0.5755
H7 -2.7917 -3.9053 -2.7236
H8 -3.1162 -2.2172 -4.5169
H9 -3.1724 0.1926 -3.9150
H10 -2.8724 0.8840 -1.5691
H11 -2.7197 -1.2878 1.3515
H12 -2.7168 0.3982 0.7328
N1 4.0283 -2.5396 -0.6710
C13 3.2394 -2.0020 0.4460
N2 2.2664 -1.0844 -0.0810
C14 2.1966 -2.2155 -2.2399
C15 1.6693 -2.3265 -3.5118
C16 2.4128 -2.9055 -4.5344
C17 3.6830 -3.3940 -4.2532
C18 4.2181 -3.2889 -2.9756
C19 3.4804 -2.6964 -1.9508
H13 4.6698 -3.2662 -0.3933
H14 3.9387 -1.4691 1.0906
H15 0.6544 -1.9759 -3.6698
H16 2.0012 -2.9970 -5.5323
H17 4.2647 -3.8709 -5.0344
H18 5.2112 -3.6741 -2.7621
N3 -0.4157 2.6611 2.2393
C20 0.0857 1.7805 3.1092
S1 -0.2142 0.1311 3.0283
N4 0.7807 2.3441 4.1398
C21 1.6826 1.7465 5.0538
C22 1.8699 2.3835 6.2765
C23 2.7836 1.8911 7.1973
C24 3.5221 0.7554 6.9051
C25 3.3429 0.1296 5.6779
C26 2.4356 0.6150 4.7494
H19 -0.6554 2.2567 1.2982
H20 0.0579 3.5525 2.1953
H21 0.5650 3.3096 4.3238
H22 1.2904 3.2730 6.5078
H23 2.9120 2.3971 8.1469
H24 4.2324 0.3645 7.6227
H25 3.9253 -0.7492 5.4300
H26 2.3093 0.1198 3.7973

Repeat the second record exactly.
Density functional theory data (ωB97M-V with the def2-TZVPD basis set) for a structure of composition C26H26ClCrN4O7S.

Values from the calculation:
Multiplicity: 5
HOMO energy (alpha / beta) (eV): -2.8 / -4.7
Calculated total energy (Ha): -3655.0486
Charge: -1
Relative energy (zero: lowest compared OMol25 entry of this formula, charge and spin) (eV): 3.499
Lowest unoccupied orbital energy (alpha / beta) (eV): 2.350 / 2.343

Positions of all 66 atoms, in Å:
Cr1 -0.2317 -0.5770 0.6646
O1 0.2739 1.4355 -2.2908
C1 0.3289 1.8265 -0.9731
O2 -0.5489 1.3321 -0.1171
C2 1.6506 2.2892 -0.4910
O3 2.3663 1.2578 0.2460
C3 2.8001 0.1699 -0.5638
C4 1.3736 -1.8023 -1.0440
O4 1.0559 -3.0817 -0.4408
O5 0.2811 -1.0695 -1.2508
H1 -0.0415 0.5128 -2.2834
H2 1.5509 3.0936 0.2392
H3 2.2477 2.6403 -1.3355
H4 3.8900 0.1416 -0.5138
H5 2.4938 0.3263 -1.5982
O6 2.6186 -2.9735 1.2443
C5 1.1811 -3.1063 0.9610
O7 0.4344 -2.1898 1.5918
H6 0.9664 -4.1307 1.2623
Cl1 -2.4139 -3.6841 0.0274
C6 -2.6701 -2.4465 -1.1716
C7 -2.8279 -2.8489 -2.4862
C8 -3.0069 -1.9031 -3.4854
C9 -3.0373 -0.5580 -3.1448
C10 -2.8803 -0.1697 -1.8242
C11 -2.6670 -1.0919 -0.7906
C12 -2.3561 -0.6146 0.5755
H7 -2.7917 -3.9053 -2.7236
H8 -3.1162 -2.2172 -4.5169
H9 -3.1724 0.1926 -3.9150
H10 -2.8724 0.8840 -1.5691
H11 -2.7197 -1.2878 1.3515
H12 -2.7168 0.3982 0.7328
N1 4.0283 -2.5396 -0.6710
C13 3.2394 -2.0020 0.4460
N2 2.2664 -1.0844 -0.0810
C14 2.1966 -2.2155 -2.2399
C15 1.6693 -2.3265 -3.5118
C16 2.4128 -2.9055 -4.5344
C17 3.6830 -3.3940 -4.2532
C18 4.2181 -3.2889 -2.9756
C19 3.4804 -2.6964 -1.9508
H13 4.6698 -3.2662 -0.3933
H14 3.9387 -1.4691 1.0906
H15 0.6544 -1.9759 -3.6698
H16 2.0012 -2.9970 -5.5323
H17 4.2647 -3.8709 -5.0344
H18 5.2112 -3.6741 -2.7621
N3 -0.4157 2.6611 2.2393
C20 0.0857 1.7805 3.1092
S1 -0.2142 0.1311 3.0283
N4 0.7807 2.3441 4.1398
C21 1.6826 1.7465 5.0538
C22 1.8699 2.3835 6.2765
C23 2.7836 1.8911 7.1973
C24 3.5221 0.7554 6.9051
C25 3.3429 0.1296 5.6779
C26 2.4356 0.6150 4.7494
H19 -0.6554 2.2567 1.2982
H20 0.0579 3.5525 2.1953
H21 0.5650 3.3096 4.3238
H22 1.2904 3.2730 6.5078
H23 2.9120 2.3971 8.1469
H24 4.2324 0.3645 7.6227
H25 3.9253 -0.7492 5.4300
H26 2.3093 0.1198 3.7973

Which value of relative energy (zero: lowest compared OMol25 entry of this formula, charge and spin) does entry 2 give?
3.499 eV

What is the charge in the second record?
-1

What is the calculated total energy in the second record?
-3655.0486 Ha